Entry 1:
This record from the OMol25 dataset describes a structure of composition C42H49BCl60NO4. The level of theory is the ωB97M-V functional and the def2-TZVPD basis.

Properties
Gap between HOMO and LUMO, Eh: 0.25647
Net charge: -1
HOMO, eV: -5.664
Spin multiplicity: 1
Max |F|, eV Å⁻¹: 5.19

Atoms and positions in Å:
C -2.325 5.118 0.719
C -2.060 5.901 -0.677
O -2.816 5.274 -1.777
C -2.045 4.178 -2.306
O -1.109 4.386 -3.130
C -2.480 2.715 -1.824
C -1.442 1.553 -2.212
C -2.092 0.097 -2.004
B -2.051 -0.460 -0.463
C -3.209 0.126 0.553
C -2.961 0.558 2.036
C -4.217 1.045 2.854
C -5.571 1.038 2.109
N -5.826 0.674 0.753
C -4.671 0.230 0.041
O -2.292 -1.934 -0.353
C -1.406 -2.316 0.716
C -1.343 -3.847 1.194
C -0.035 -1.615 0.117
C 0.296 -2.483 -1.184
C 1.778 -2.200 -1.781
C 3.086 -2.675 -1.059
C 4.450 -2.376 -1.768
C 4.570 -1.635 -3.140
C 3.252 -1.175 -3.823
C 3.285 -0.427 -5.250
C 1.858 -1.448 -3.162
O -0.617 -0.277 -0.061
H -3.157 4.360 0.530
H -2.639 5.834 1.547
H -1.333 4.610 0.999
H -0.948 5.919 -0.957
H -2.486 6.957 -0.571
H -3.497 2.410 -2.280
H -2.547 2.722 -0.669
H -0.427 1.703 -1.716
H -1.252 1.660 -3.350
H -1.567 -0.599 -2.769
H -3.184 0.178 -2.396
H -1.925 0.516 2.501
H -4.148 1.350 3.953
H -6.485 1.379 2.724
H -4.845 -0.106 -1.060
H -1.483 -1.756 1.729
H -0.281 -4.300 1.111
H -2.025 -4.482 0.537
H -1.714 -3.917 2.286
H 0.744 -1.559 0.965
H 0.278 -3.626 -0.995
H -0.415 -2.314 -2.065
H 3.042 -3.247 -0.074
H 5.433 -2.723 -1.306
H 5.598 -1.460 -3.630
H 2.201 -0.264 -5.609
H 3.754 -1.177 -5.987
H 3.887 0.538 -5.240
H 0.867 -1.148 -3.662
C 2.603 2.502 -1.639
Cl 2.411 0.848 -2.250
Cl 4.250 2.755 -1.035
Cl 2.216 3.682 -2.900
H 1.909 2.644 -0.811
C 5.531 6.263 -0.879
Cl 5.699 7.006 0.719
Cl 5.023 7.465 -2.074
Cl 7.049 5.498 -1.372
H 4.763 5.493 -0.819
C -3.357 -7.163 2.044
Cl -3.944 -5.567 2.527
Cl -1.692 -7.071 1.445
Cl -3.467 -8.300 3.397
H -3.990 -7.530 1.238
C 1.245 -3.902 -6.062
Cl 2.158 -5.303 -6.649
Cl 1.723 -3.493 -4.401
Cl 1.470 -2.521 -7.144
H 0.188 -4.161 -6.059
C 3.958 4.172 3.564
Cl 2.332 4.747 3.955
Cl 4.080 3.768 1.846
Cl 5.170 5.386 3.998
H 4.151 3.271 4.143
C 6.641 2.616 -6.057
Cl 7.155 0.923 -6.127
Cl 6.033 3.146 -7.632
Cl 5.409 2.839 -4.808
H 7.504 3.226 -5.800
C 1.273 -7.314 4.600
Cl 0.106 -6.107 4.047
Cl 1.171 -8.775 3.605
Cl 2.918 -6.656 4.567
H 1.033 -7.581 5.626
C -6.394 5.645 0.446
Cl -5.116 6.670 1.120
Cl -5.953 3.937 0.567
Cl -7.932 5.949 1.270
H -6.513 5.895 -0.606
C 9.642 3.161 -9.742
Cl 9.041 4.759 -9.274
Cl 11.312 3.269 -10.317
Cl 9.522 2.031 -8.386
H 9.023 2.787 -10.555
C -3.077 -5.688 7.048
Cl -2.154 -7.038 6.372
Cl -2.606 -5.393 8.729
Cl -2.852 -4.230 6.073
H -4.133 -5.952 7.030
C 6.528 -5.671 -3.301
Cl 5.906 -7.116 -2.487
Cl 6.688 -5.960 -5.042
Cl 5.477 -4.277 -2.993
H 7.516 -5.451 -2.900
C -9.751 8.651 3.337
Cl -9.549 7.717 4.826
Cl -10.775 10.066 3.625
Cl -8.180 9.141 2.693
H -10.241 8.018 2.599
C 6.322 -4.472 1.304
Cl 7.139 -4.837 -0.230
Cl 5.510 -2.905 1.240
Cl 5.171 -5.751 1.714
H 7.077 -4.428 2.087
C 0.359 -9.956 7.779
Cl -0.454 -9.398 6.311
Cl 1.674 -11.069 7.374
Cl 0.971 -8.582 8.710
H -0.366 -10.489 8.391
C 5.380 -11.564 6.563
Cl 5.446 -12.914 5.420
Cl 6.778 -11.598 7.646
Cl 5.298 -10.022 5.700
H 4.479 -11.668 7.164
C 1.166 -2.074 4.877
Cl 1.659 -3.771 4.803
Cl 0.537 -1.552 3.309
Cl -0.042 -1.825 6.147
H 2.041 -1.472 5.116
C -14.431 9.044 3.298
Cl -13.921 7.350 3.227
Cl -15.079 9.564 1.736
Cl -15.629 9.279 4.578
H -13.559 9.655 3.527
C -7.340 8.134 7.706
Cl -7.928 9.736 8.173
Cl -5.687 8.235 7.083
Cl -7.423 7.016 9.075
H -7.981 7.753 6.914
C -7.419 -2.444 -2.040
Cl -6.132 -1.442 -1.351
Cl -7.005 -4.162 -1.920
Cl -8.961 -2.119 -1.231
H -7.526 -2.191 -3.093
C 10.428 6.718 -12.630
Cl 9.245 7.908 -13.193
Cl 10.366 5.259 -13.629
Cl 12.057 7.408 -12.638
H 10.177 6.443 -11.607

---

Entry 2:
This record from the OMol25 dataset describes a cluster of 10 separate species, C59H126F9N7O9S3 in total. The level of theory is the ωB97M-V functional and the def2-TZVPD basis.

Properties
Gap between HOMO and LUMO, Eh: 0.26352
Net charge: +4
HOMO, eV: -14.354
Spin multiplicity: 1
Max |F|, eV Å⁻¹: 5.03

Atoms and positions in Å:
C 0.384 -2.282 -3.131
C 1.618 -2.993 -2.772
C 2.858 -2.055 -3.053
N 4.145 -2.861 -3.398
C 4.644 -3.258 -1.984
C 3.865 -4.046 -4.437
C 5.266 -4.251 -5.131
C 6.070 -2.969 -4.947
C 5.086 -2.046 -4.262
H 0.580 -1.817 -4.096
H 0.113 -1.494 -2.428
H -0.473 -2.941 -2.988
H 1.616 -3.925 -3.337
H 1.441 -3.250 -1.727
H 2.972 -1.294 -2.281
H 2.652 -1.580 -4.012
H 3.822 -3.700 -1.420
H 5.039 -2.353 -1.523
H 5.532 -3.872 -2.132
H 3.526 -4.981 -3.991
H 3.156 -3.678 -5.179
H 5.687 -5.207 -4.820
H 4.941 -4.373 -6.165
H 6.938 -3.193 -4.326
H 6.304 -2.488 -5.897
H 5.563 -1.293 -3.635
H 4.456 -1.547 -4.998
C 1.588 3.288 -2.701
C 2.196 2.502 -3.852
C 2.367 3.249 -5.109
N 2.881 2.454 -6.372
C 4.237 1.777 -6.059
C 3.211 3.290 -7.721
C 3.036 2.238 -8.826
C 1.879 1.402 -8.431
C 1.868 1.320 -6.855
H 1.593 2.716 -1.773
H 0.651 3.709 -3.065
H 2.200 4.180 -2.565
H 1.577 1.627 -4.050
H 3.159 2.194 -3.446
H 2.988 4.144 -5.112
H 1.455 3.705 -5.492
H 4.812 2.595 -5.627
H 4.926 1.533 -6.868
H 4.320 0.831 -5.523
H 4.236 3.660 -7.763
H 2.608 4.198 -7.710
H 3.891 1.563 -8.772
H 2.833 2.735 -9.775
H 1.876 0.424 -8.913
H 1.005 1.976 -8.739
H 2.243 0.445 -6.325
H 0.885 1.643 -6.512
C 3.379 4.942 0.419
C 3.043 3.717 1.298
C 3.781 3.664 2.617
N 3.380 2.482 3.537
C 3.803 1.107 2.745
C 1.925 2.344 3.748
C 1.843 1.694 5.097
C 3.100 1.894 5.819
C 4.028 2.561 4.960
H 4.345 4.837 -0.076
H 3.192 5.853 0.987
H 2.726 5.000 -0.452
H 2.991 2.820 0.682
H 2.042 3.901 1.688
H 3.718 4.584 3.198
H 4.838 3.566 2.371
H 3.445 0.283 3.362
H 4.893 1.117 2.758
H 3.278 0.819 1.834
H 1.586 1.818 2.855
H 1.379 3.287 3.732
H 1.637 0.625 5.056
H 0.994 2.052 5.680
H 3.545 1.003 6.262
H 2.919 2.637 6.597
H 5.040 2.157 4.919
H 4.108 3.645 5.045
C 4.357 -2.616 1.629
C 3.706 -3.643 2.538
C 2.619 -2.871 3.366
N 1.741 -4.051 4.001
C 2.689 -5.100 4.589
C 0.857 -3.316 5.029
C -0.391 -2.776 4.269
C -0.622 -3.825 3.229
C 0.708 -4.575 3.002
H 5.088 -3.039 0.941
H 4.824 -1.758 2.113
H 3.660 -2.280 0.861
H 4.435 -4.237 3.089
H 3.270 -4.213 1.718
H 1.888 -2.221 2.885
H 3.075 -2.184 4.079
H 3.136 -5.687 3.786
H 2.130 -5.892 5.087
H 3.330 -4.549 5.277
H 0.677 -4.085 5.781
H 1.484 -2.641 5.612
H -1.286 -2.726 4.889
H -0.275 -1.773 3.857
H -1.371 -4.524 3.600
H -0.951 -3.242 2.368
H 0.573 -5.648 3.132
H 1.208 -4.526 2.035
C -2.473 -0.526 -4.465
C -2.386 0.849 -3.777
C -3.325 0.817 -2.546
N -3.925 2.197 -2.137
C -2.865 3.266 -1.880
C -4.941 1.989 -0.932
C -6.256 2.574 -1.367
C -5.924 3.386 -2.638
C -4.823 2.683 -3.335
H -1.551 -0.780 -4.988
H -3.337 -0.681 -5.111
H -2.638 -1.259 -3.674
H -2.749 1.598 -4.481
H -1.355 1.029 -3.472
H -2.877 0.441 -1.626
H -4.099 0.089 -2.787
H -2.117 3.094 -2.654
H -2.483 3.134 -0.868
H -3.321 4.254 -1.937
H -4.540 2.320 0.026
H -4.946 0.927 -0.687
H -6.675 3.246 -0.618
H -6.995 1.779 -1.471
H -5.886 4.444 -2.378
H -6.752 3.310 -3.343
H -4.238 3.300 -4.017
H -5.023 1.753 -3.868
C -2.756 -6.989 2.203
C -3.298 -6.415 0.840
C -2.708 -5.010 0.604
N -3.561 -4.200 -0.476
C -2.947 -4.570 -1.850
C -5.088 -4.369 -0.396
C -5.771 -3.119 -0.830
C -4.727 -2.026 -0.517
C -3.357 -2.659 -0.233
H -3.307 -6.548 3.035
H -1.717 -6.747 2.426
H -3.017 -8.028 2.406
H -4.380 -6.428 0.969
H -3.146 -7.031 -0.046
H -1.636 -4.982 0.409
H -2.779 -4.426 1.522
H -3.129 -5.626 -2.049
H -1.889 -4.327 -1.757
H -3.368 -3.994 -2.674
H -5.371 -5.174 -1.074
H -5.452 -4.688 0.581
H -6.020 -3.152 -1.890
H -6.738 -2.944 -0.359
H -4.673 -1.303 -1.331
H -5.002 -1.544 0.421
H -2.597 -2.225 -0.883
H -3.036 -2.559 0.804
C -4.231 -0.175 3.430
C -3.387 0.408 4.540
C -3.685 1.889 4.758
N -4.657 2.396 5.845
C -3.985 2.210 7.250
C -6.065 1.761 5.767
C -6.983 2.784 6.491
C -6.383 4.133 6.156
C -4.953 3.827 5.543
H -4.394 0.549 2.632
H -5.249 -0.305 3.798
H -3.885 -1.071 2.914
H -2.337 0.291 4.272
H -3.614 -0.129 5.462
H -3.955 2.369 3.818
H -2.739 2.387 4.971
H -3.982 1.127 7.374
H -4.647 2.720 7.950
H -2.980 2.619 7.346
H -6.051 0.758 6.193
H -6.349 1.744 4.715
H -7.023 2.601 7.565
H -8.018 2.660 6.172
H -6.291 4.722 7.069
H -7.184 4.525 5.529
H -4.087 4.384 5.899
H -4.972 4.111 4.491
C -1.431 4.810 1.980
F -0.518 3.828 2.042
F -2.595 4.205 1.748
F -1.539 5.461 3.148
S -0.743 5.929 0.574
O 0.642 6.062 0.915
O -0.983 5.179 -0.647
O -1.522 7.216 0.552
C 5.400 1.589 -1.370
F 5.397 1.469 -2.698
F 5.513 2.825 -0.843
F 4.083 1.164 -1.140
S 6.748 0.447 -0.659
O 6.921 -0.594 -1.629
O 7.933 1.284 -0.524
O 6.224 -0.131 0.618
C 0.395 1.044 -0.129
F 0.152 0.745 -1.365
F 1.686 1.057 0.140
F -0.185 2.174 0.190
S -0.664 -0.141 1.038
O -2.110 -0.085 0.576
O -0.011 -1.416 0.796
O -0.572 0.369 2.437